This record from OMol25 describes the molecule C3H7N5O. The level of theory is ωB97M-V/def2-TZVPD.

Bonds (Å) are listed after each position.
CARTESIAN COORDINATES (ANGSTROEM)
1 O 0.769 -0.522 -2.020  C8 1.332, H11 0.976
2 N 1.009 -1.904 0.410  N5 1.406, H10 1.039, H13 1.004
3 N -0.624 1.229 0.694  C7 1.435, C9 1.400, H12 1.011
4 N -0.137 -0.215 2.603  C7 1.273, H14 1.021
5 N 0.647 -0.548 0.345  N2 1.406, C7 1.402, C8 1.399
6 N -1.221 1.911 -1.545  C9 1.402, H15 1.029, H16 1.016
7 C -0.055 0.100 1.372  N3 1.435, N4 1.273, N5 1.402
8 C 0.259 -0.025 -0.894  O1 1.332, N5 1.399, C9 1.347
9 C -0.594 0.996 -0.686  N3 1.400, N6 1.402, C8 1.347
10 H 1.868 -1.997 0.988  N2 1.039
11 H 1.158 -1.377 -1.753  O1 0.976
12 H -1.421 1.713 1.085  N3 1.011
13 H 0.263 -2.413 0.847  N2 1.004
14 H 0.391 -1.069 2.785  N4 1.021
15 H -0.545 2.591 -1.918  N6 1.029
16 H -1.766 1.531 -2.313  N6 1.016

## Properties
SMILES	[H]/N=c1/[nH]c(N)c(O)n1N
E_tot	-12721.26585	eV
LUMO	0.59	eV
energy relative to the best compared isomer or geometry (same formula, charge and spin)	133.3	kJ/mol
F_max	2.27	eV/A
HOMO-LUMO gap	7.78	eV